Molecular formula: C4H13NO2S
Method: DFT, ωB97M-V with the def2-TZVPD basis set

Structure (XYZ):
```
21
Properties=species:S:1:pos:R:3:lowdin_charge:R:1
C 0.4736 0.7152 0.5445 -0.172
O 0.4693 1.9237 -0.1845 -0.039
C -0.4081 -0.2376 -0.3246 -0.293
C -0.0704 -1.7112 -0.1152 -0.219
C 1.0359 -2.1762 -1.0648 -0.559
S 0.3979 -2.7221 -2.6486 0.777
N -1.7608 -0.0068 0.0738 0.363
H 1.4645 0.3192 0.7195 0.146
H 0.0847 0.8410 1.5313 0.118
H 1.2903 2.4117 -0.1453 0.116
H -0.2288 0.1789 -1.3268 0.194
H 0.2261 -1.8112 0.9202 0.128
H -0.9725 -2.3058 -0.2262 0.109
H 1.6276 -2.9751 -0.6113 0.086
H 1.7472 -1.3638 -1.2731 0.076
H -0.7975 -2.1191 -2.5708 -0.146
H -2.0731 0.9442 0.0266 0.157
H -2.4531 -0.7087 -0.0719 0.152
H -0.2764 3.0838 1.6846 0.020
H -0.1385 4.0844 2.8727 0.043
O 0.3620 3.6355 2.1900 -0.059
```

net charge: +1
multiplicity: 2
E_HOMO (spin up / spin down): -12.75 / -12.62 eV
relative energy (zero: lowest compared OMol25 entry of this formula, charge and spin): 8.40 kcal/mol
E_LUMO (spin up / spin down): -3.36 / -8.71 eV
<S²>: 0.755
HOMO-LUMO gap (spin up / spin down): 9.4 / 3.9 eV
electronic energy: -763.2715 Eh